Molecular formula: C25H43N6O2S2
Method: DFT, ωB97M-V/def2-TZVPD

XYZ file:
```
78
C25H43N6O2S2, DFT ωB97M-V/def2-TZVPD
N -2.36 3.35 2.10
C -3.21 4.02 1.71
C -4.29 4.93 1.33
C -4.60 5.90 2.49
C -3.37 6.56 3.08
N -2.65 7.39 2.11
C -5.50 4.10 0.83
C -6.57 5.04 0.47
N -7.41 5.77 0.21
C -5.20 3.23 -0.42
C -4.66 3.95 -1.66
C -3.17 4.25 -1.75
S -2.17 2.81 -1.37
C -0.60 3.53 -1.09
S -0.28 5.09 -0.82
N 0.42 2.55 -1.09
C 0.34 1.34 -0.43
C 1.52 0.72 -0.72
N 2.30 1.49 -1.52
C 1.62 2.58 -1.73
C -6.02 3.16 1.93
O -7.31 2.67 1.57
O -7.23 1.28 1.29
H -3.97 5.55 0.50
H -5.13 5.39 3.30
H -5.25 6.67 2.07
H -3.71 7.20 3.89
H -2.72 5.81 3.54
H -2.59 6.93 1.20
H -1.69 7.50 2.41
H -4.56 2.40 -0.11
H -6.15 2.78 -0.70
H -4.91 3.32 -2.52
H -5.23 4.88 -1.81
H -2.86 5.10 -1.15
H -2.93 4.53 -2.78
H -0.50 1.05 0.17
H 1.75 -0.27 -0.35
H 1.93 3.43 -2.32
H -5.34 2.32 2.00
H -6.11 3.66 2.89
H -7.14 0.87 2.16
C 6.34 -5.38 1.39
C 4.92 -5.88 1.12
C 4.67 -6.23 -0.35
C 4.65 -5.10 -1.37
N 3.50 -4.12 -1.35
C 3.74 -2.99 -0.38
C 4.79 -2.10 -1.04
C 4.61 -2.30 -2.56
C 3.53 -3.38 -2.68
C 2.15 -4.78 -1.21
C 1.61 -5.00 0.21
C 1.20 -6.45 0.50
H 6.58 -4.49 0.79
H 6.46 -5.11 2.44
H 7.07 -6.15 1.16
H 4.20 -5.15 1.50
H 4.75 -6.78 1.71
H 3.77 -6.84 -0.45
H 5.49 -6.88 -0.67
H 4.61 -5.56 -2.36
H 5.57 -4.52 -1.32
H 2.78 -2.47 -0.28
H 4.06 -3.37 0.58
H 5.79 -2.40 -0.73
H 4.66 -1.06 -0.74
H 5.54 -2.61 -3.02
H 4.29 -1.39 -3.06
H 3.69 -4.09 -3.48
H 2.55 -2.92 -2.81
H 2.19 -5.70 -1.79
H 1.46 -4.11 -1.72
H 0.73 -4.38 0.33
H 2.31 -4.66 0.98
H 0.59 -6.85 -0.31
H 0.60 -6.49 1.41
H 2.05 -7.10 0.65
```

M   523.79 Da
Net charge   +1
Spin multiplicity   1
DFT total energy   -2253.42586 hartree

***

Molecular formula: C52H63InN6OP2S
Method: DFT, ωB97M-V/def2-TZVPD

XYZ file:
```
126
C52H63InN6OP2S, DFT ωB97M-V/def2-TZVPD
In 0.22 -1.27 1.37
C 0.83 -0.90 4.27
C 0.60 0.56 3.73
N -0.47 0.58 2.72
C -1.80 0.43 3.31
C -2.74 -0.41 2.46
N -2.12 -1.63 1.96
C -2.02 -2.76 2.90
C -0.95 -2.53 3.97
N 0.26 -1.95 3.44
H 0.45 -0.97 5.29
H 1.91 -1.02 4.34
H 1.50 0.93 3.25
H 0.37 1.24 4.56
H -0.42 1.40 2.13
H -2.26 1.42 3.46
H -1.68 -0.02 4.29
H -3.04 0.18 1.59
H -3.65 -0.63 3.04
H -2.54 -1.93 1.09
H -1.74 -3.62 2.29
H -2.99 -2.97 3.36
H -0.77 -3.52 4.42
H -1.38 -1.93 4.79
H 2.18 -2.17 2.36
C 0.24 3.53 -0.74
C -0.86 4.11 0.15
P -2.15 2.90 0.66
C -3.08 3.90 1.89
C -2.41 4.41 3.00
C -3.09 5.07 4.00
C -4.47 5.23 3.92
C -5.15 4.71 2.83
C -4.46 4.05 1.82
C -3.30 2.90 -0.76
C -3.66 4.06 -1.46
C -4.56 4.00 -2.51
C -5.13 2.78 -2.87
C -4.78 1.63 -2.19
C -3.86 1.69 -1.15
P 1.29 2.22 0.03
C 2.52 3.21 0.99
C 2.74 4.58 0.85
C 3.71 5.22 1.62
C 4.47 4.50 2.52
C 4.25 3.14 2.68
C 3.28 2.50 1.93
C 2.28 1.79 -1.47
C 2.72 2.76 -2.37
C 3.40 2.40 -3.53
C 3.66 1.07 -3.80
C 3.25 0.09 -2.90
C 2.57 0.45 -1.75
H -0.18 3.09 -1.65
H 0.87 4.36 -1.07
H -1.34 4.95 -0.36
H -0.42 4.52 1.06
H -1.33 4.28 3.10
H -2.55 5.47 4.85
H -5.01 5.75 4.71
H -6.23 4.83 2.76
H -5.01 3.66 0.98
H -3.25 5.02 -1.17
H -4.83 4.90 -3.04
H -5.83 2.74 -3.69
H -5.21 0.67 -2.48
H -3.56 0.78 -0.65
H 2.16 5.17 0.15
H 3.86 6.28 1.50
H 5.23 5.00 3.12
H 4.83 2.57 3.39
H 3.10 1.44 2.07
H 2.55 3.81 -2.18
H 3.73 3.17 -4.22
H 4.19 0.79 -4.71
H 3.47 -0.95 -3.08
H 2.25 -0.32 -1.07
C -1.33 1.31 -4.03
C -0.21 0.32 -3.79
N -0.67 -1.01 -3.39
C -0.94 -1.92 -4.51
C 0.31 -2.64 -4.99
C -0.68 -1.48 -2.13
S -0.49 -0.27 -0.89
N -0.87 -2.79 -2.04
C -0.81 -3.52 -0.92
O -0.56 -3.14 0.25
C -1.08 -4.98 -1.11
C -1.21 -5.52 -2.39
C -1.44 -6.88 -2.55
C -1.55 -7.70 -1.43
C -1.43 -7.17 -0.16
C -1.19 -5.81 0.00
H -0.93 2.25 -4.39
H -1.88 1.49 -3.11
H -2.04 0.94 -4.78
H 0.47 0.70 -3.03
H 0.38 0.18 -4.70
H -1.38 -1.31 -5.30
H -1.69 -2.64 -4.19
H 1.05 -1.94 -5.38
H 0.06 -3.34 -5.79
H 0.76 -3.19 -4.17
H -1.12 -4.87 -3.25
H -1.54 -7.30 -3.54
H -1.73 -8.76 -1.56
H -1.51 -7.80 0.71
H -1.07 -5.39 0.98
C 2.04 -4.52 1.57
C 2.97 -3.83 0.61
C 3.71 -4.59 -0.29
C 4.67 -4.02 -1.10
C 4.97 -2.68 -0.92
C 4.26 -1.89 -0.02
C 4.78 -0.52 0.31
C 3.17 -2.44 0.68
N 2.37 -1.63 1.52
H 2.02 -5.60 1.38
H 1.02 -4.15 1.50
H 2.36 -4.37 2.61
H 3.52 -5.66 -0.35
H 5.23 -4.62 -1.81
H 5.79 -2.23 -1.47
H 5.48 -0.18 -0.45
H 5.31 -0.55 1.27
H 4.00 0.22 0.42
```

M   996.95 Da
Spin multiplicity   1
DFT total energy   -3694.16365 hartree

***

Molecular formula: C20H32F3IrN5O8S3
Method: DFT, ωB97M-V/def2-TZVPD

XYZ file:
```
72
C20H32F3IrN5O8S3, DFT ωB97M-V/def2-TZVPD
Ir -0.31 -0.48 -1.02
F -1.22 -0.19 -6.04
C -2.10 0.72 -5.61
F -3.26 0.09 -5.40
F -2.28 1.62 -6.57
C -1.60 1.36 -4.34
C -1.41 2.72 -4.20
C -0.93 3.25 -3.01
C -0.60 2.41 -1.98
N -0.79 1.08 -2.12
C -1.32 0.55 -3.24
S -1.58 -1.12 -2.86
H -1.65 3.37 -5.04
H -0.79 4.32 -2.89
H -0.17 2.75 -1.05
C 3.81 -0.65 -3.98
C 3.26 -1.99 -3.50
S 1.48 -1.92 -3.37
O 1.34 -1.00 -2.10
C 1.10 -3.59 -2.81
C 1.76 -4.00 -1.51
H 4.90 -0.69 -3.98
H 3.51 0.16 -3.32
H 3.49 -0.43 -4.99
H 3.65 -2.28 -2.52
H 3.46 -2.79 -4.21
H 1.38 -4.22 -3.65
H 0.01 -3.61 -2.76
H 2.81 -4.24 -1.64
H 1.26 -4.89 -1.12
H 1.68 -3.22 -0.75
O -4.67 -0.37 -0.56
N -4.49 -1.54 -0.48
O -3.52 -2.22 -0.62
C 2.50 1.72 -0.03
C 2.50 0.28 0.40
O 1.14 -0.25 0.55
H 3.52 2.06 -0.15
H 2.02 2.36 0.72
H 1.99 1.84 -0.99
H 2.97 0.13 1.37
H 2.98 -0.36 -0.33
H 0.78 0.15 1.38
C 1.42 2.70 5.19
C 0.37 1.63 5.46
S 0.50 0.33 4.27
O 1.70 -0.43 4.48
O 0.31 0.90 2.94
C -0.85 -0.81 4.62
C -2.23 -0.63 3.97
N -2.18 -0.10 2.60
C -1.71 -0.78 1.54
N -1.63 0.01 0.47
C -2.11 1.24 0.84
C -2.44 1.18 2.15
N -2.81 2.31 2.96
O -3.11 3.31 2.36
O -2.73 2.19 4.17
C -1.29 -2.21 1.57
H 1.39 3.43 6.00
H 1.21 3.23 4.26
H 2.42 2.28 5.15
H -0.65 2.01 5.40
H 0.52 1.15 6.43
H -0.97 -0.82 5.70
H -0.40 -1.77 4.35
H -2.85 0.04 4.55
H -2.72 -1.60 3.93
H -2.20 2.08 0.18
H -2.12 -2.85 1.86
H -0.46 -2.38 2.25
H -0.99 -2.53 0.57
```

ΔE to the lowest compared entry with this formula, charge and spin   23.90 kcal per mole
M   815.91 Da
Net charge   +2
Spin multiplicity   2

***

Molecular formula: C55H45B2BrCrF8N5OPS3
Method: DFT, ωB97M-V/def2-TZVPD

XYZ file:
```
122
C55H45B2BrCrF8N5OPS3, DFT ωB97M-V/def2-TZVPD
Cr -1.02 0.77 0.25
F -2.16 4.33 6.79
C -2.45 3.64 5.68
C -3.35 2.57 5.73
F -4.08 2.50 6.86
C -3.40 1.66 4.67
F -4.24 0.55 4.78
C -2.57 1.77 3.57
P -2.54 0.55 2.22
C -2.28 -1.01 3.21
C -2.76 -2.22 2.67
C -2.62 -3.42 3.37
C -1.80 -3.47 4.51
C -1.44 -2.22 5.09
C -1.62 -1.01 4.45
C -4.28 0.56 1.72
C -4.74 1.49 0.81
C -6.06 1.55 0.48
C -7.04 0.77 1.05
C -6.64 -0.26 1.89
C -5.24 -0.39 2.16
C -1.89 2.99 3.47
Br -1.34 3.67 1.83
C -1.72 3.90 4.54
F -0.91 4.96 4.48
H -3.32 -2.18 1.72
H -3.20 -4.29 3.10
H -1.66 -4.32 5.14
H -0.94 -2.24 6.08
H -1.38 -0.08 4.89
H -3.97 2.11 0.30
H -6.43 2.45 -0.08
H -8.12 0.95 0.80
H -7.30 -1.03 2.27
H -4.93 -1.25 2.74
N -0.15 -0.69 0.42
S 1.01 -1.66 0.17
N 2.23 -1.35 -0.85
S 2.43 -0.41 -2.09
N 2.11 1.16 -2.06
S 1.42 2.28 -1.15
N 0.28 1.92 -0.16
C 2.72 3.11 -0.37
C 3.79 3.47 -1.15
C 4.94 3.96 -0.54
C 5.00 4.17 0.87
C 3.90 3.79 1.67
C 2.76 3.27 1.02
C 0.80 3.31 -2.45
C 0.21 2.79 -3.60
C -0.37 3.61 -4.60
C -0.32 4.98 -4.46
C 0.41 5.52 -3.38
C 1.08 4.70 -2.39
C 4.16 -0.44 -2.41
C 4.50 0.29 -3.50
C 5.87 0.28 -3.90
C 6.79 -0.45 -3.13
C 6.46 -1.12 -1.99
C 5.10 -1.11 -1.57
C 1.52 -1.07 -3.46
C 0.15 -1.00 -3.40
C -0.61 -1.58 -4.44
C 0.00 -2.28 -5.46
C 1.36 -2.40 -5.45
C 2.15 -1.92 -4.38
C 0.44 -3.18 -0.47
C 1.43 -4.10 -0.80
C 1.08 -5.35 -1.20
C -0.26 -5.72 -1.32
C -1.25 -4.84 -0.89
C -0.90 -3.55 -0.49
C 1.85 -2.01 1.68
C 1.61 -3.18 2.37
C 2.28 -3.48 3.55
C 3.19 -2.54 4.00
C 3.42 -1.33 3.32
C 2.72 -1.07 2.16
H 3.72 3.35 -2.22
H 5.89 4.06 -1.10
H 5.86 4.65 1.32
H 3.92 3.71 2.74
H 1.90 2.94 1.60
H 0.17 1.71 -3.85
H -0.87 3.12 -5.49
H -0.80 5.66 -5.12
H 0.34 6.57 -3.24
H 1.79 5.10 -1.63
H 3.82 0.98 -4.01
H 6.28 0.84 -4.77
H 7.87 -0.55 -3.44
H 7.21 -1.56 -1.33
H 4.69 -1.72 -0.77
H -0.35 -0.50 -2.59
H -1.69 -1.44 -4.44
H -0.55 -2.67 -6.32
H 1.85 -2.92 -6.26
H 3.20 -2.13 -4.35
H 2.50 -3.95 -0.60
H 1.92 -6.01 -1.50
H -0.46 -6.60 -1.87
H -2.30 -5.05 -1.09
H -1.70 -2.87 -0.20
H 1.00 -4.01 2.04
H 2.02 -4.37 4.13
H 3.66 -2.69 4.96
H 4.18 -0.69 3.78
H 2.75 -0.08 1.64
O 1.56 2.68 4.95
H 1.75 2.15 5.74
H 2.23 3.36 4.94
B -3.14 0.89 -3.82
C -2.46 0.68 -2.43
N -2.09 0.52 -1.32
H -2.37 1.29 -4.71
H -3.93 1.82 -3.58
H -3.71 -0.17 -4.05
F -4.76 -2.08 -0.64
B -4.72 -3.06 -1.73
F -4.28 -4.36 -1.26
F -6.01 -3.08 -2.32
F -3.78 -2.62 -2.73
```

ΔE to the lowest compared entry with this formula, charge and spin   72.71 kcal per mole
M   1224.68 Da
Spin multiplicity   5